Molecular formula: C22H22Cl2N2O2
Method: DFT, ωB97M-V/def2-TZVPD

Calculated values
**Frontier orbital gap**: 7.96 eV
**Energy above the lowest of the compared OMol25 structures with the same formula, charge and spin**: 1.342 eV

Geometry (Å):
C (5.01477, -3.07938, -0.77652)
C (3.59809, -2.96725, -0.25352)
C (3.20191, -1.66817, 0.36567)
C (1.71190, -1.64889, 0.72737)
N (0.77935, -1.98640, -0.40852)
C (0.28679, -3.31711, -0.43343)
C (-1.09609, -3.64147, 0.12330)
C (-0.01392, -0.91307, -0.98303)
O (-0.88432, -1.23986, -1.81133)
C (0.25020, 0.56204, -0.80160)
O (1.30138, 1.19188, -0.69574)
C (-0.99005, 1.47381, -0.68777)
C (-1.46676, 2.27136, 0.32813)
C (-0.93794, 2.47521, 1.72487)
C (-1.86151, 2.62651, 2.73569)
C (-1.45921, 2.71015, 4.10214)
C (-0.18254, 2.62261, 4.49258)
Cl (0.19301, 2.69650, 6.20662)
C (0.82585, 2.51353, 3.44983)
C (0.42895, 2.50081, 2.15784)
N (-2.65385, 2.82047, -0.10017)
C (-2.97444, 2.37266, -1.34828)
C (-3.89440, 2.93803, -2.28471)
C (-3.97031, 2.49940, -3.65604)
C (-3.00606, 1.59558, -4.06674)
Cl (-2.88390, 1.16040, -5.84536)
C (-2.05182, 1.10865, -3.20634)
C (-1.93943, 1.49943, -1.84133)
H (5.05633, -4.08954, -1.19533)
H (5.76270, -3.02541, 0.07539)
H (5.12062, -2.38903, -1.56512)
H (3.36876, -3.67238, 0.57132)
H (3.00832, -3.15156, -1.15614)
H (3.47322, -0.86945, -0.36202)
H (3.91957, -1.52141, 1.20531)
H (1.45128, -2.42475, 1.48023)
H (1.30385, -0.69448, 1.13031)
H (0.62546, -3.77127, -1.37038)
H (0.89733, -3.91165, 0.25287)
H (-1.52679, -4.33152, -0.55763)
H (-1.59671, -2.69407, 0.31631)
H (-0.94184, -4.15996, 1.05673)
H (-2.93078, 2.71786, 2.57038)
H (-2.29404, 2.87558, 4.79076)
H (1.89157, 2.46577, 3.64392)
H (1.32044, 2.52839, 1.54912)
H (-2.88146, 3.75173, 0.26546)
H (-4.44419, 3.84099, -1.95557)
H (-4.63354, 2.91235, -4.42513)
H (-1.27572, 0.43636, -3.53439)

Forces on the atoms, in the same order (eV/Å):
C 0.0624 -1.5637 2.2969
C -0.4838 -0.7042 0.1961
C 0.7450 1.3888 -0.6195
C -1.3520 0.2183 0.2985
N -0.1867 4.5051 0.7576
C 1.3433 -1.9617 0.0326
C 0.8732 0.9489 -0.0917
C 0.3726 -4.4815 -1.7255
O 1.2090 0.9868 1.6042
C 0.0581 3.8794 2.0135
O -0.4338 -2.3039 -0.4195
C -0.0725 -2.4865 -2.1170
C 1.6150 -0.6615 -0.3661
C -0.0686 0.1371 -0.2582
C 0.3501 0.2029 1.1407
C -2.6242 0.3300 -0.9716
C 2.3818 -0.2225 -0.6161
Cl 0.1512 -0.0611 -0.7003
C -1.3417 0.2306 2.5004
C 0.0677 -0.2926 -1.2645
N -0.2396 1.0699 1.4721
C 0.3912 0.5862 -3.3399
C -0.2407 0.0675 -0.5327
C 0.3241 0.9097 1.8503
C 0.4508 -0.5730 -0.8025
Cl -0.2316 0.3116 1.7747
C 1.5416 -0.5606 1.0726
C -1.9740 1.5589 1.4043
H 0.4829 0.1298 -0.0616
H -0.5607 0.3017 -1.2997
H 0.7291 1.0154 -0.7460
H 0.2363 -0.5138 -0.8977
H -0.5775 -0.2474 0.4258
H -0.5797 -0.1016 0.4887
H -0.9711 0.1710 0.0024
H 0.5754 0.5413 -0.1504
H 0.9675 -0.4427 -0.0422
H -1.0985 -0.0041 -0.4012
H 0.6470 0.5375 -0.1416
H -1.2227 -0.1879 -0.5144
H -0.6864 -0.4017 -0.2996
H -0.2482 -0.0636 0.4159
H 0.1637 -0.2521 -0.3038
H 0.6047 -0.1768 0.1051
H -0.2153 0.1219 0.3604
H -0.5717 -0.2449 -1.1142
H -0.3326 -0.7847 -0.3878
H -0.0761 -0.8271 -0.3265
H 0.1231 0.0619 0.7551
H -0.0770 -0.0909 -0.4563

Charges per atom according to natural (NBO) partitioning, unit e: C -0.599; C -0.389; C -0.421; C -0.202; N -0.425; C -0.221; C -0.617; C 0.570; O -0.576; C 0.498; O -0.491; C -0.208; C 0.246; C -0.088; C -0.180; C -0.249; C -0.008; Cl 0.004; C -0.219; C -0.197; N -0.546; C 0.113; C -0.220; C -0.246; C 0.014; Cl -0.056; C -0.248; C 0.035; H 0.211; H 0.201; H 0.208; H 0.186; H 0.198; H 0.213; H 0.211; H 0.192; H 0.210; H 0.207; H 0.203; H 0.226; H 0.222; H 0.199; H 0.221; H 0.230; H 0.232; H 0.244; H 0.416; H 0.213; H 0.240; H 0.245